[1]
20
Properties=species:S:1:pos:R:3:forces:R:3 method="wB97M-V/def2-TZVPD" homo_lumo_gap_ev=8.3 de_lowest_kj_mol=336.2 spin_multiplicity=1 e_lumo_ev=-5.50 charge=+1
C 1.407 1.774 -0.226 0.03 0.60 0.53
C 1.378 1.243 0.956 -0.07 -0.82 -0.52
C 0.865 1.116 -1.462 -1.45 2.43 -1.19
C -0.603 0.648 -1.229 -0.61 1.90 -0.84
C -1.560 -0.887 0.716 -1.27 -0.78 1.43
C -0.370 -1.645 1.363 0.54 4.79 0.13
C -0.669 -0.680 -0.565 -1.50 -1.19 3.18
N 0.468 -0.996 0.338 2.30 0.20 -1.60
I 1.747 1.122 2.878 -0.09 -0.07 0.02
H 1.832 2.805 -0.304 -0.29 -0.80 0.29
H 0.913 1.917 -2.330 0.07 -2.03 1.63
H 1.498 0.280 -1.585 0.74 -0.86 -1.01
H -1.210 1.542 -0.800 1.08 -1.81 0.12
H -1.135 0.519 -2.152 0.18 0.09 -0.96
H -2.400 -1.600 0.558 0.28 0.90 0.08
H -1.881 -0.076 1.413 0.20 -0.10 -1.25
H -0.028 -1.333 2.364 -0.39 -0.24 -0.18
H -0.507 -2.633 1.321 0.10 -3.99 -0.38
H -0.995 -1.623 -1.096 0.94 1.38 -0.62
H 1.249 -1.495 -0.159 -0.78 0.39 1.14

***

[2]
21
Properties=species:S:1:pos:R:3:forces:R:3 method="wB97M-V/def2-TZVPD" smiles="OC1CCC(=[N+]=CI)CC1" homo_lumo_gap_ev=8.7 de_lowest_kj_mol=0.0 spin_multiplicity=1 e_lumo_ev=-5.23 charge=+1
C 0.714 1.808 -2.533 -0.19 2.66 -0.90
C 1.213 -0.859 0.611 0.26 -2.35 0.26
C -1.427 -0.759 0.028 1.69 -1.22 1.42
C 1.191 0.640 0.688 -3.58 -0.29 0.94
C -1.224 0.736 0.109 -1.66 0.33 0.33
C -0.243 -1.437 0.884 -0.89 0.33 -0.25
C 0.142 0.960 -0.321 1.08 0.27 0.23
N 0.457 1.132 -1.538 0.13 -0.61 -0.44
O -0.333 -2.827 0.813 0.35 -1.04 -0.02
I 0.353 3.949 -2.170 0.43 -1.06 -0.56
H 1.029 1.566 -3.588 -0.43 -0.36 1.47
H 1.611 -1.156 -0.385 -0.54 -0.16 0.51
H 1.954 -1.293 1.347 -0.95 0.52 -0.57
H -2.303 -0.985 0.581 -0.95 -0.29 0.44
H -1.589 -1.162 -0.930 0.35 -0.38 -1.45
H 0.585 0.838 1.600 1.53 0.53 0.05
H 2.099 1.113 0.555 1.81 1.03 -0.06
H -1.944 1.284 -0.502 0.01 -0.05 0.05
H -1.419 0.931 1.193 0.62 0.58 -0.97
H -0.656 -1.217 1.869 1.01 0.81 0.56
H -0.212 -3.262 1.689 -0.06 0.74 -1.03

***

[3]
19
Properties=species:S:1:pos:R:3:forces:R:3 method="wB97M-V/def2-TZVPD" homo_lumo_gap_ev=8.1 de_lowest_kj_mol=346.2 spin_multiplicity=1 e_lumo_ev=0.95
C -0.656 1.245 0.848 -0.39 -1.30 1.37
C 1.481 -1.944 0.175 0.07 -0.29 0.36
C -2.354 -0.030 -0.625 -0.02 -0.26 -0.28
C 1.513 1.254 -0.458 0.39 0.04 -0.91
C 0.427 -0.944 0.458 -1.49 -0.08 0.47
C -1.271 0.007 0.390 0.00 1.52 -1.46
C 0.405 0.423 0.078 0.26 1.40 -0.31
N -0.791 -1.201 0.929 0.74 -1.16 0.72
H -0.998 2.156 0.360 0.19 -0.21 -0.17
H -0.481 1.369 1.915 0.10 0.05 0.20
H 1.511 -2.166 -0.896 0.02 0.12 0.07
H 2.460 -1.575 0.486 0.03 -0.01 -0.10
H 1.257 -2.873 0.704 0.00 0.10 -0.04
H -2.336 -0.979 -1.168 0.03 0.11 0.04
H -2.311 0.806 -1.325 0.01 0.00 0.14
H -3.310 0.018 -0.090 0.07 -0.03 -0.02
H 2.243 0.641 -0.991 -0.01 0.08 -0.10
H 2.050 1.762 0.355 -0.10 -0.02 -0.03
H 1.161 2.030 -1.147 0.11 -0.09 0.04

***

[4]
19
Properties=species:S:1:pos:R:3:forces:R:3 method="wB97M-V/def2-TZVPD" smiles="C#CC(=C)CC.C=N" homo_lumo_gap_ev=9.0 de_lowest_kj_mol=457.1 spin_multiplicity=1 e_lumo_ev=0.65
C 0.266 -2.018 -1.094 -0.08 0.21 -2.19
N 0.220 -1.067 -1.962 0.15 -1.58 0.38
C 0.475 -0.611 1.053 1.08 0.93 1.53
C 1.556 -0.946 1.488 -1.06 -0.06 -0.73
H -0.319 0.287 -1.286 -1.23 2.76 2.43
H 1.111 -0.873 -2.414 0.21 -0.10 0.24
H 1.141 -2.639 -0.912 0.06 0.19 0.18
H -0.684 -2.359 -0.702 -0.01 0.12 0.47
H 2.498 -1.336 1.752 0.38 -0.18 0.18
C 0.547 2.125 -0.214 -0.14 0.17 0.02
C -0.599 1.131 -0.319 1.07 -1.29 -2.27
C -1.841 -0.137 1.436 0.28 0.31 0.11
C -0.699 0.206 0.822 -0.86 -1.44 -0.24
H -1.551 1.626 -0.507 -0.03 -0.09 -0.06
H 1.487 1.602 -0.042 0.09 0.05 -0.04
H 0.398 2.825 0.612 0.03 0.01 0.04
H 0.629 2.713 -1.127 0.08 -0.01 -0.04
H -2.748 0.428 1.283 -0.06 0.09 -0.12
H -1.887 -0.957 2.134 0.07 -0.08 0.11

***

[5]
19
Properties=species:S:1:pos:R:3:forces:R:3 method="wB97M-V/def2-TZVPD" homo_lumo_gap_ev=8.8 de_lowest_kj_mol=678.1 spin_multiplicity=1 e_lumo_ev=0.58
C -0.015 -0.939 -0.313 -0.44 -0.08 0.63
C -1.506 -1.407 -0.117 0.87 -2.77 0.18
C -2.106 -0.093 0.006 4.48 4.77 0.29
C -1.471 1.189 0.059 -2.09 -1.76 -0.46
C 0.002 1.604 -0.216 1.13 0.76 2.94
C 1.299 1.076 -0.074 1.43 3.42 0.54
C 2.184 -0.185 -0.024 -2.51 -0.15 2.12
H 0.067 -0.271 -1.170 -0.35 -1.27 -0.60
H -0.122 -0.211 0.445 0.03 -0.04 0.86
H -1.595 -1.991 0.946 -0.07 1.11 -2.62
H -2.141 -1.930 -0.957 1.68 0.23 1.53
H -3.079 -0.035 0.171 -4.37 0.11 0.72
H -2.287 2.035 0.347 2.53 -1.73 -1.05
H 0.071 2.656 0.059 -0.07 0.29 -0.93
H 2.191 1.856 -0.034 -2.42 -0.57 -0.17
H 2.727 -0.057 -0.892 1.68 -0.20 -1.94
H 2.908 -0.267 0.902 -1.34 0.81 -1.80
H 1.522 -1.649 0.873 -0.60 -2.00 3.49
N 1.351 -1.380 -0.013 0.44 -0.94 -3.74

***

[6]
19
Properties=species:S:1:pos:R:3:forces:R:3 method="wB97M-V/def2-TZVPD" homo_lumo_gap_ev=9.6 de_lowest_kj_mol=791.0 spin_multiplicity=1 e_lumo_ev=0.97
C -1.587 0.090 1.078 -1.99 -0.60 -1.04
C -1.089 -1.483 0.931 -0.91 2.37 1.52
C -0.084 -1.744 0.091 1.19 -3.28 -2.40
C 1.060 -0.978 -0.618 0.18 3.26 -0.76
C 1.169 0.617 -0.593 3.24 -0.28 4.41
C 0.113 1.566 -1.062 0.16 1.39 -4.17
C -0.671 0.889 0.137 1.65 -1.05 1.04
H -2.681 0.183 0.800 1.05 -0.51 0.23
H -1.509 0.429 2.073 0.17 0.34 1.31
H -1.591 -2.156 1.727 0.81 0.64 -2.12
H 0.157 -2.813 -0.393 -0.95 1.63 2.24
H 1.145 -1.013 -1.784 0.06 -1.57 2.07
H 1.974 -1.184 0.034 -0.93 -0.54 -1.53
H 2.307 0.680 -0.641 -1.34 1.08 -0.92
H 0.507 2.634 -1.081 -0.73 -1.09 0.93
H -0.063 1.448 -2.234 -0.85 -0.20 2.28
H -0.671 -0.028 -0.442 0.41 0.35 -0.42
H 0.774 1.897 1.080 0.70 3.78 0.25
N 0.740 0.968 0.896 -1.92 -5.73 -2.93